1.
Density functional theory data (ωB97M-V/def2-TZVPD) for a molecular structure, C4H8N2 in a non-equilibrium geometry.

Geometry (Å):
C: -0.41 -0.21 0.29
C: 0.78 -0.46 -1.87
C: -0.16 0.99 1.05
C: 1.00 1.23 0.08
N: 0.55 0.01 -0.70
N: -2.04 -1.73 0.45
H: 1.37 0.13 -2.54
H: 0.31 -1.27 -2.36
H: -0.99 1.94 1.22
H: 0.03 0.61 2.05
H: 0.87 2.32 -0.38
H: 2.06 0.98 0.35
H: -2.62 -1.74 1.30
H: -1.94 -2.65 -0.01

Values from the calculation:
Net charge: +2
HOMO-LUMO gap (alpha / beta): 0.2493 / 0.3637 Eh

2.
Density functional theory data (ωB97M-V/def2-TZVPD) for a molecular structure, C7H15N in a non-equilibrium geometry.

Geometry (Å):
C: 2.85 0.76 0.79
C: 1.39 0.47 1.16
C: 0.61 0.46 -0.21
C: -0.84 0.23 -0.28
C: -1.43 -0.06 -1.59
C: -2.91 0.18 -1.83
C: -1.33 -1.17 0.04
N: 1.84 -0.59 2.51
H: 2.96 1.57 0.04
H: 3.46 0.99 1.65
H: 3.24 -0.12 0.26
H: 1.01 1.33 1.69
H: 0.82 1.38 -0.76
H: 1.23 -0.22 -0.90
H: -0.98 -0.71 -2.36
H: -3.00 0.99 -2.57
H: -3.36 0.49 -0.88
H: -3.54 -0.61 -2.33
H: -2.42 -1.17 0.17
H: -0.89 -1.57 1.03
H: -1.17 -2.05 -0.63
H: 0.97 -0.59 1.71
H: 1.50 -0.01 3.29

Values from the calculation:
Net charge: -1
HOMO-LUMO gap (alpha / beta): 0.1899 / 0.2187 Eh
⟨S²⟩: 0.76
Spin multiplicity: 2

3.
Density functional theory data (ωB97M-V/def2-TZVPD) for a molecular structure, C23H41FIrN4O7P in a non-equilibrium geometry.

Geometry (Å):
Ir: -0.06 -0.44 0.30
C: 3.78 -3.61 2.05
N: 3.06 -3.01 0.93
C: 3.45 -3.51 -0.39
C: 2.18 -2.06 1.06
O: 1.68 -1.48 0.04
C: 1.75 -1.54 2.42
O: 0.55 -0.74 2.27
C: -0.59 -1.20 3.04
C: -1.37 -2.21 2.17
O: -0.94 -2.39 1.00
N: -2.41 -2.82 2.68
C: -3.19 -3.76 1.88
C: -2.85 -2.56 4.05
H: 3.64 -4.69 2.03
H: 3.44 -3.22 3.00
H: 4.84 -3.38 1.94
H: 3.33 -4.59 -0.39
H: 4.49 -3.26 -0.57
H: 2.83 -3.07 -1.16
H: 2.52 -0.89 2.84
H: 1.55 -2.35 3.12
H: -1.18 -0.33 3.32
H: -0.21 -1.66 3.96
H: -2.68 -3.96 0.94
H: -4.18 -3.34 1.69
H: -3.30 -4.69 2.44
H: -3.20 -1.53 4.17
H: -2.05 -2.77 4.77
H: -3.68 -3.23 4.28
C: -0.62 2.95 1.32
C: 0.19 2.99 0.02
C: 0.96 4.32 -0.02
P: 1.18 1.45 -0.24
C: 2.74 1.51 0.76
C: 2.49 1.78 2.24
C: 3.81 2.48 0.23
C: 1.76 1.25 -2.00
C: 1.68 2.54 -2.82
C: 1.16 0.09 -2.79
H: -1.37 3.73 1.30
H: 0.02 3.16 2.18
H: -1.12 1.99 1.50
H: -0.50 2.97 -0.83
H: 1.61 4.42 0.84
H: 0.23 5.13 0.04
H: 1.54 4.47 -0.92
H: 3.14 0.49 0.62
H: 2.28 2.84 2.41
H: 3.39 1.55 2.81
H: 1.66 1.21 2.67
H: 3.48 3.52 0.30
H: 4.12 2.29 -0.79
H: 4.69 2.38 0.86
H: 2.81 1.01 -1.85
H: 0.66 2.90 -2.91
H: 2.04 2.33 -3.83
H: 2.30 3.34 -2.43
H: 0.18 0.34 -3.19
H: 1.07 -0.83 -2.22
H: 1.82 -0.11 -3.63
F: -2.90 2.31 -5.53
C: -3.39 1.40 -4.74
C: -3.29 1.56 -3.37
N: -3.79 0.63 -2.56
C: -3.66 0.73 -1.11
C: -2.27 0.37 -0.62
O: -2.10 0.06 0.59
O: -1.25 0.39 -1.38
C: -4.42 -0.60 -3.05
O: -4.78 -1.41 -2.26
N: -4.52 -0.68 -4.41
C: -4.03 0.22 -5.36
O: -4.11 0.06 -6.55
H: -2.83 2.44 -2.95
H: -4.37 0.04 -0.66
H: -3.92 1.74 -0.79
H: -4.99 -1.50 -4.76

Values from the calculation:
Net charge: +3
HOMO-LUMO gap (alpha / beta): 0.3203 / 0.1632 Eh
⟨S²⟩: 0.76
Spin multiplicity: 2

4.
Density functional theory data (ωB97M-V/def2-TZVPD) for a molecular structure, C64H66BrN8O2S4Si2Ti in a non-equilibrium geometry.

Geometry (Å):
Ti: -0.41 0.18 -0.92
O: -3.71 2.50 -4.91
C: -4.13 1.28 -4.44
C: -5.01 0.58 -5.28
C: -5.48 -0.66 -4.90
C: -5.09 -1.23 -3.69
C: -4.25 -0.52 -2.86
C: -3.76 0.74 -3.22
C: -2.92 1.50 -2.21
O: -1.86 0.76 -1.68
N: -3.85 1.90 -1.16
N: -3.44 2.17 0.09
C: -4.29 2.64 0.92
C: -3.97 2.97 2.32
Br: -2.96 1.69 3.30
C: -4.42 4.04 2.97
C: -5.17 5.16 2.38
C: -6.12 5.82 3.16
C: -6.87 6.87 2.64
C: -6.67 7.29 1.33
C: -5.71 6.66 0.55
C: -4.97 5.60 1.07
H: -3.01 2.85 -4.36
H: -5.30 1.04 -6.21
H: -6.16 -1.19 -5.56
H: -5.45 -2.21 -3.40
H: -3.96 -0.92 -1.89
H: -2.48 2.38 -2.65
H: -4.82 2.01 -1.41
H: -5.32 2.84 0.61
H: -4.24 4.09 4.04
H: -6.27 5.50 4.19
H: -7.60 7.36 3.27
H: -7.26 8.10 0.93
H: -5.54 6.99 -0.47
H: -4.20 5.14 0.46
C: -0.69 -0.77 -3.86
Si: 0.94 -1.37 -3.16
C: 1.01 -3.05 -3.97
C: 2.23 -0.18 -3.76
C: 3.06 -0.57 -4.82
C: 4.08 0.24 -5.27
C: 4.30 1.47 -4.66
C: 3.46 1.89 -3.63
C: 2.40 1.09 -3.17
Si: 1.26 1.87 -1.85
C: 0.36 3.16 -2.90
C: 2.45 2.83 -0.76
H: -1.55 -1.18 -3.35
H: -0.78 0.31 -3.90
H: -0.71 -1.14 -4.90
H: 1.69 -3.77 -3.52
H: 0.01 -3.49 -3.98
H: 1.32 -2.91 -5.01
H: 2.91 -1.54 -5.28
H: 4.71 -0.08 -6.09
H: 5.12 2.10 -4.98
H: 3.63 2.86 -3.18
H: 1.08 3.87 -3.31
H: -0.38 3.73 -2.31
H: -0.16 2.68 -3.74
H: 2.81 3.72 -1.28
H: 3.32 2.21 -0.52
H: 1.99 3.14 0.17
N: -0.42 -0.05 0.88
S: -0.42 -1.40 1.56
N: 0.65 -2.40 1.13
S: 2.70 -1.19 2.04
N: 2.93 -1.67 0.49
S: 1.73 -2.34 -0.40
N: 0.80 -1.35 -1.36
C: 1.00 -4.05 -0.55
C: 1.61 -5.14 0.05
C: 0.94 -6.36 0.09
C: -0.32 -6.49 -0.46
C: -0.92 -5.40 -1.07
C: -0.27 -4.17 -1.11
C: 3.19 -2.70 -1.58
C: 4.08 -1.65 -1.89
C: 5.24 -1.90 -2.59
C: 5.55 -3.19 -3.02
C: 4.67 -4.22 -2.73
C: 3.51 -3.98 -2.01
C: 3.25 -2.54 3.07
C: 2.96 -2.47 4.42
C: 3.36 -3.51 5.25
C: 4.03 -4.60 4.72
C: 4.31 -4.66 3.35
C: 3.91 -3.62 2.52
C: 4.10 -0.08 2.15
C: 5.42 -0.51 2.13
C: 6.43 0.44 2.17
C: 6.12 1.79 2.23
C: 4.79 2.21 2.24
C: 3.77 1.27 2.20
C: -0.30 -1.12 3.34
C: 0.24 0.10 3.75
C: 0.33 0.38 5.10
C: -0.14 -0.54 6.04
C: -0.69 -1.74 5.62
C: -0.77 -2.04 4.26
C: -1.99 -2.22 1.39
C: -2.10 -3.57 1.71
C: -3.32 -4.19 1.55
C: -4.41 -3.48 1.05
C: -4.28 -2.14 0.70
C: -3.06 -1.50 0.86
H: 2.60 -5.05 0.49
H: 1.43 -7.21 0.56
H: -0.84 -7.44 -0.41
H: -1.91 -5.48 -1.51
H: -0.76 -3.31 -1.54
H: 3.86 -0.65 -1.54
H: 5.91 -1.08 -2.80
H: 6.46 -3.38 -3.57
H: 4.90 -5.23 -3.06
H: 2.86 -4.81 -1.80
H: 2.44 -1.61 4.83
H: 3.14 -3.47 6.31
H: 4.35 -5.41 5.37
H: 4.84 -5.51 2.94
H: 4.12 -3.64 1.45
H: 5.65 -1.57 2.08
H: 7.46 0.11 2.16
H: 6.91 2.53 2.26
H: 4.55 3.27 2.28
H: 2.73 1.58 2.21
H: 0.55 0.83 3.01
H: 0.75 1.32 5.43
H: -0.10 -0.30 7.10
H: -1.06 -2.46 6.35
H: -1.20 -2.98 3.95
H: -1.22 -4.11 2.04
H: -3.42 -5.24 1.79
H: -5.37 -3.97 0.92
H: -5.12 -1.60 0.29
H: -2.93 -0.46 0.61
C: 0.93 5.44 2.61
N: -0.12 5.50 1.60
C: -0.72 4.44 1.03
N: -1.64 4.75 0.09
S: -0.41 2.82 1.37
H: 0.66 6.07 3.46
H: 1.88 5.77 2.21
H: 1.02 4.41 2.94
H: -0.34 6.41 1.23
H: -2.06 5.67 0.06
H: -2.23 3.97 -0.17

Values from the calculation:
Net charge: +1
HOMO-LUMO gap: 0.2926 Eh

5.
Density functional theory data (ωB97M-V/def2-TZVPD) for a molecular structure, C13H20ClN4O5ReSSe4.

Geometry (Å):
Re: 0.13 -0.66 -1.66
Se: -2.06 -1.85 -1.71
Se: -3.16 -0.95 -3.58
Se: -1.33 -0.99 -5.00
Se: 0.00 0.53 -3.80
N: 2.06 2.28 -1.26
C: 2.70 1.17 -1.60
N: 3.98 1.24 -1.99
O: 2.15 0.03 -1.55
H: 2.46 3.19 -1.39
H: 1.10 2.19 -0.96
H: 4.47 2.11 -2.08
H: 4.40 0.40 -2.36
Cl: -1.52 6.15 3.46
C: -1.51 4.82 2.35
C: -2.59 4.64 1.50
C: -2.57 3.57 0.61
C: -1.49 2.71 0.57
C: -0.41 2.91 1.43
C: -0.42 3.97 2.33
C: -1.53 1.58 -0.40
O: -2.51 1.30 -1.04
O: -0.37 0.88 -0.47
H: -3.43 5.32 1.54
H: -3.40 3.40 -0.06
H: 0.43 2.23 1.42
H: 0.41 4.13 3.01
N: 2.43 -3.27 -1.18
C: 1.87 -3.14 -2.39
N: 2.28 -3.94 -3.39
O: 0.97 -2.30 -2.63
H: 3.12 -3.98 -0.99
H: 2.03 -2.75 -0.42
H: 2.90 -4.71 -3.25
H: 1.81 -3.84 -4.28
O: 0.48 -1.65 0.22
S: 0.23 -0.99 1.62
C: -1.57 -0.82 1.81
C: -2.09 -2.02 2.60
C: -1.05 -3.13 2.49
C: 0.29 -2.44 2.69
H: -1.96 -0.79 0.79
H: -1.74 0.14 2.28
H: -3.06 -2.33 2.22
H: -2.22 -1.75 3.65
H: -1.08 -3.59 1.50
H: -1.20 -3.92 3.23
H: 1.17 -3.02 2.43
H: 0.40 -2.05 3.70

Values from the calculation:
Net charge: +1
HOMO-LUMO gap (alpha / beta): 0.2742 / 0.2299 Eh
⟨S²⟩: 3.78
Spin multiplicity: 4

6.
Density functional theory data (ωB97M-V/def2-TZVPD) for a single C6H9N molecule in a non-equilibrium geometry.

Geometry (Å):
C: 1.05 1.59 -1.74
C: 0.85 0.71 -0.55
C: 0.42 1.22 0.65
N: -0.49 0.36 1.23
C: -0.39 -0.86 0.58
C: 0.31 -0.63 -0.55
C: -1.20 -2.02 1.04
H: 2.08 1.63 -2.10
H: 0.41 1.23 -2.55
H: 0.67 2.61 -1.67
H: 0.59 2.16 1.15
H: -0.80 0.53 2.17
H: 0.67 -1.44 -1.18
H: -1.22 -2.82 0.30
H: -0.75 -2.53 1.91
H: -2.21 -1.72 1.31

Values from the calculation:
Net charge: 0
Structure (SMILES): Cc1c[nH]c(C)c1
HOMO-LUMO gap: 0.3259 Eh

7.
Density functional theory data (ωB97M-V/def2-TZVPD) for 2 unconnected molecules or ions with the total composition C10H16 in a non-equilibrium geometry.

Geometry (Å):
C: 1.79 -0.98 1.05
C: 1.43 -2.07 -3.12
C: 2.53 -1.38 -2.64
C: 0.49 -2.52 -2.19
C: 2.67 -1.06 -1.30
C: 0.57 -2.12 -0.87
C: 1.66 -1.41 -0.40
H: 1.31 -2.34 -4.16
H: 3.21 -1.01 -3.39
H: -0.32 -3.18 -2.48
H: 3.57 -0.56 -0.95
H: -0.30 -2.34 -0.25
H: 2.38 -1.70 1.61
H: 0.80 -0.92 1.49
H: 2.19 0.03 1.06
C: -2.31 2.64 1.81
C: -1.62 1.40 2.37
C: -2.68 2.52 0.33
H: -3.23 2.79 2.37
H: -1.72 3.52 2.02
H: -1.34 0.62 1.66
H: -2.13 0.96 3.24
H: -1.94 1.98 -0.26
H: -3.64 2.02 0.27
H: -0.66 1.61 2.87
H: -2.69 3.50 -0.14

Values from the calculation:
Net charge: 0
Structure (SMILES): Cc1ccccc1.CCC
HOMO-LUMO gap: 0.3688 Eh

8.
Density functional theory data (ωB97M-V/def2-TZVPD) for a single C9H18N2O3 molecule in a non-equilibrium geometry.

Geometry (Å):
C: -2.55 0.31 0.98
C: -1.02 0.29 0.86
C: -3.01 0.33 2.46
C: 0.83 -0.80 -0.29
C: 1.75 -1.33 0.82
C: 1.50 0.46 -0.87
C: 0.73 1.09 -2.08
C: 1.48 2.37 -2.41
C: 0.74 0.22 -3.38
H: -3.20 -1.57 0.56
H: -4.11 -0.51 -0.07
H: -2.85 1.28 0.50
H: -4.06 0.68 2.52
H: -2.85 -0.67 2.80
H: -2.36 0.90 3.07
H: -1.23 -1.31 -0.42
H: 0.76 -1.62 -0.99
H: 1.45 1.21 -0.06
H: 2.49 0.18 -1.18
H: -0.26 1.45 -1.70
H: 1.55 3.17 -1.65
H: 0.97 2.76 -3.23
H: 2.53 2.07 -2.56
H: 0.37 0.85 -4.19
H: 0.05 -0.63 -3.29
H: 1.78 -0.23 -3.47
H: 1.10 -0.09 2.08
N: -3.13 -0.66 0.12
N: -0.55 -0.61 0.03
O: -0.27 1.03 1.52
O: 2.55 -2.20 0.62
O: 1.59 -0.91 2.07

Values from the calculation:
Net charge: 0
Structure (SMILES): CC(C)C[C@H](NC(=O)[C@H](C)N)C(=O)O
HOMO-LUMO gap: 0.3759 Eh

9.
Density functional theory data (ωB97M-V/def2-TZVPD) for 3 unconnected molecules or ions with the total composition C5H12O2 in a non-equilibrium geometry.

Geometry (Å):
C: -1.22 -0.25 0.48
C: -1.75 0.61 -0.47
C: -0.31 0.06 1.59
C: 0.92 0.74 1.01
C: 1.31 1.95 1.33
H: -1.40 -1.31 0.31
H: -2.34 0.38 -1.35
H: -1.81 1.69 -0.30
H: -0.85 0.63 2.39
H: 0.06 -0.89 1.97
H: 1.40 0.11 0.25
H: 2.06 2.66 0.97
H: 0.70 2.47 2.13
H: 1.66 0.42 -2.71
H: 0.34 -0.37 -2.99
O: 1.03 0.17 -3.40
H: 0.60 -2.64 -0.84
H: -0.46 -3.03 0.18
O: 0.08 -3.39 -0.54

Values from the calculation:
Net charge: -1
HOMO-LUMO gap (alpha / beta): 0.1141 / 0.2699 Eh
⟨S²⟩: 0.75
Spin multiplicity: 2

10.
Density functional theory data (ωB97M-V/def2-TZVPD) for 6 unconnected molecules or ions with the total composition C24H32F15NO14 in a non-equilibrium geometry.

Geometry (Å):
N: 5.48 1.17 1.94
C: 6.96 1.42 2.12
C: 7.38 2.10 3.56
O: 6.38 2.12 4.66
C: 6.86 1.05 5.54
O: 6.02 0.23 6.19
O: 8.33 1.14 5.51
C: 8.82 1.61 4.20
O: 9.51 0.44 3.64
H: 4.89 1.78 2.55
H: 5.28 0.15 2.07
H: 7.51 0.37 1.95
H: 7.34 2.16 1.28
H: 7.56 3.26 3.36
H: 9.58 2.49 4.22
H: 10.46 0.65 3.40
C: 0.22 -1.04 2.95
C: -0.46 -0.21 1.88
O: 0.38 0.89 1.50
C: 1.37 0.61 0.58
O: 1.55 -0.50 0.10
C: 2.15 1.88 0.23
F: 2.47 2.62 1.32
F: 1.44 2.70 -0.60
F: 3.32 1.62 -0.41
H: 0.50 -0.42 3.80
H: -0.45 -1.84 3.30
H: 1.14 -1.51 2.57
H: -1.38 0.22 2.27
H: -0.73 -0.82 1.01
C: 0.43 3.58 -3.41
C: 0.96 4.98 -3.22
O: 0.86 5.73 -4.45
C: -0.36 6.29 -4.72
O: -1.34 6.18 -3.98
C: -0.31 7.09 -6.02
F: 0.34 6.43 -7.02
F: 0.34 8.28 -5.86
F: -1.55 7.39 -6.51
H: 0.93 3.08 -4.25
H: 0.57 2.98 -2.51
H: -0.64 3.59 -3.65
H: 2.02 4.94 -2.96
H: 0.45 5.50 -2.41
C: -5.07 4.71 -3.26
C: -5.87 3.42 -3.16
O: -4.99 2.30 -3.01
C: -4.54 2.04 -1.74
O: -4.83 2.72 -0.76
C: -3.66 0.79 -1.72
F: -2.77 0.76 -2.75
F: -4.40 -0.35 -1.82
F: -2.92 0.67 -0.58
H: -4.33 4.64 -4.06
H: -5.73 5.56 -3.45
H: -4.51 4.90 -2.33
H: -6.43 3.27 -4.08
H: -6.59 3.46 -2.34
C: 4.26 -6.01 3.05
C: 2.97 -6.80 3.06
O: 2.03 -6.23 3.99
C: 1.31 -5.16 3.54
O: 1.42 -4.68 2.41
C: 0.32 -4.68 4.60
F: 0.88 -4.62 5.85
F: -0.75 -5.52 4.71
F: -0.19 -3.45 4.35
H: 4.67 -5.93 4.07
H: 5.00 -6.48 2.41
H: 4.10 -4.99 2.70
H: 3.16 -7.82 3.39
H: 2.53 -6.87 2.06
C: -6.76 -2.36 -2.33
C: -6.08 -3.49 -1.60
O: -6.95 -4.62 -1.49
C: -7.01 -5.45 -2.59
O: -6.38 -5.26 -3.62
C: -7.94 -6.63 -2.32
F: -9.11 -6.26 -1.71
F: -7.36 -7.56 -1.50
F: -8.30 -7.30 -3.45
H: -7.71 -2.11 -1.85
H: -6.13 -1.47 -2.35
H: -6.99 -2.63 -3.37
H: -5.84 -3.18 -0.58
H: -5.13 -3.77 -2.08

Values from the calculation:
Net charge: 0
Structure (SMILES): NC[C@H]1OC(=O)O[C@H]1O.CCOC(=O)C(F)(F)F.CCOC(=O)C(F)(F)F.CCOC(=O)C(F)(F)F.CCOC(=O)C(F)(F)F.CCOC(=O)C(F)(F)F
HOMO-LUMO gap: 0.3590 Eh

Repeat the second record exactly.
Density functional theory data (ωB97M-V/def2-TZVPD) for a molecular structure, C7H15N in a non-equilibrium geometry.

Geometry (Å):
C: 2.85 0.76 0.79
C: 1.39 0.47 1.16
C: 0.61 0.46 -0.21
C: -0.84 0.23 -0.28
C: -1.43 -0.06 -1.59
C: -2.91 0.18 -1.83
C: -1.33 -1.17 0.04
N: 1.84 -0.59 2.51
H: 2.96 1.57 0.04
H: 3.46 0.99 1.65
H: 3.24 -0.12 0.26
H: 1.01 1.33 1.69
H: 0.82 1.38 -0.76
H: 1.23 -0.22 -0.90
H: -0.98 -0.71 -2.36
H: -3.00 0.99 -2.57
H: -3.36 0.49 -0.88
H: -3.54 -0.61 -2.33
H: -2.42 -1.17 0.17
H: -0.89 -1.57 1.03
H: -1.17 -2.05 -0.63
H: 0.97 -0.59 1.71
H: 1.50 -0.01 3.29

Values from the calculation:
Net charge: -1
HOMO-LUMO gap (alpha / beta): 0.1899 / 0.2187 Eh
⟨S²⟩: 0.76
Spin multiplicity: 2

- Among the records above, which one has the highest net charge?
  C23H41FIrN4O7P

- What is the formula in the seventh record?
  C10H16